Entry from OMol25: a 2-piece molecular cluster, C5H13NO overall in a non-equilibrium geometry (ωB97M-V/def2-TZVPD).

Last columns: bonded neighbours and bond lengths (Å).
Cartesian coordinates (Å):
1 C 0.772 1.320 -0.557  C2 1.521, N6 1.485, H7 1.085, H8 1.083
2 C 0.881 1.247 0.958  C1 1.521, C3 1.512, H9 1.087, H10 1.091
3 C 0.318 -0.043 1.510  C2 1.512, C4 1.318, H11 1.085
4 C -0.752 -0.674 1.069  C3 1.318, C5 1.518, H12 1.086
5 C -1.141 -2.077 1.500  C4 1.518, H13 1.082, H14 1.092, H15 1.081
6 N 1.605 0.355 -1.319  C1 1.485, H16 1.011, H17 1.015
7 H 0.929 2.282 -1.032  C1 1.085
8 H -0.207 1.036 -0.920  C1 1.083
9 H 0.361 2.120 1.345  C2 1.087
10 H 1.943 1.197 1.203  C2 1.091
11 H 0.900 -0.577 2.252  C3 1.085
12 H -1.437 -0.272 0.328  C4 1.086
13 H -1.895 -2.447 0.817  C5 1.082
14 H -1.663 -2.043 2.458  C5 1.092
15 H -0.253 -2.638 1.755  C5 1.081
16 H 2.566 0.660 -1.389  N6 1.011
17 H 1.600 -0.548 -0.856  N6 1.015
18 H -0.554 -0.070 -2.425  O20 0.969
19 H -1.922 0.207 -3.119  O20 0.964
20 O -1.512 -0.039 -2.282  H18 0.969, H19 0.964

Summary:
LUMO level: 0.0370 hartree
ΔE to the lowest compared entry with this formula, charge and spin: 36.43 kcal/mol
HOMO-LUMO gap: 10.05 eV
HOMO energy: -9.04 eV
Charge: 0